A molecular structure, C34H30BrF6N7O3PRhSTe. Source: the Open Molecules 2025 dataset; level of theory: ωB97M-V with the def2-TZVPD basis set.

Properties
⟨S²⟩: 1.084
Multiplicity: 2
Total charge: -1
Gap between HOMO and LUMO (alpha / beta), eV: 6.0 / 5.3
E_LUMO (alpha / beta), eV: 1.30 / 0.85

Last column: Löwdin spin population.
Positions of all 85 atoms, in Å:
Rh (-0.291, -0.576, 1.509)  -0.122
Br (-3.918, 4.128, -9.189)  0.011
C (-3.762, 4.057, -7.294)  0.053
C (-4.902, 4.203, -6.514)  -0.006
C (-4.792, 4.156, -5.141)  0.043
C (-3.537, 3.981, -4.526)  -0.007
C (-2.400, 3.822, -5.346)  0.044
C (-2.516, 3.854, -6.720)  -0.007
N (-3.483, 3.970, -3.171)  0.146
N (-2.376, 4.089, -2.564)  -0.034
C (-1.892, 3.437, -1.518)  0.016
C (-0.841, 4.038, -0.787)  -0.063
C (-0.203, 3.407, 0.254)  -0.005
C (-0.520, 2.080, 0.595)  -0.065
O (0.111, 1.402, 1.491)  -0.079
C (-1.640, 1.476, -0.070)  -0.010
N (-1.982, 0.250, 0.396)  -0.019
C (-3.092, -0.302, -0.047)  0.013
C (-3.904, 0.312, -1.001)  -0.015
C (-3.524, 1.512, -1.551)  0.011
C (-2.364, 2.138, -1.079)  -0.014
H (-5.865, 4.345, -6.985)  -0.001
H (-5.665, 4.261, -4.511)  0.001
H (-1.442, 3.658, -4.872)  0.003
H (-1.646, 3.717, -7.347)  -0.002
H (-0.547, 5.038, -1.078)  -0.002
H (0.562, 3.923, 0.819)  0.002
H (-3.368, -1.258, 0.371)  0.001
H (-4.795, -0.198, -1.335)  -0.001
H (-4.126, 1.991, -2.309)  0.002
C (1.675, -1.799, 7.670)  0.000
C (0.883, -1.531, 6.424)  0.000
C (-0.511, -1.468, 6.444)  0.000
C (-1.149, -1.151, 5.255)  -0.001
N (-0.473, -0.954, 4.136)  -0.007
C (0.857, -1.104, 4.195)  0.002
S (1.643, -0.945, 2.675)  0.014
N (1.566, -1.361, 5.297)  0.001
H (1.542, -0.976, 8.374)  0.000
H (2.730, -1.891, 7.426)  0.000
H (1.333, -2.712, 8.158)  0.000
H (-1.065, -1.652, 7.354)  0.000
H (-2.228, -1.072, 5.176)  0.000
C (6.976, 1.987, 1.340)  0.001
C (5.727, 1.282, 0.890)  0.005
C (5.506, -0.058, 1.161)  -0.001
C (4.364, -0.718, 0.722)  0.011
C (4.213, -2.179, 1.061)  0.022
C (3.392, -0.012, 0.000)  0.055
Te (1.597, -0.977, -0.670)  0.742
C (3.615, 1.341, -0.300)  0.016
C (2.626, 2.153, -1.087)  0.036
C (4.769, 1.964, 0.151)  0.001
H (7.467, 1.446, 2.148)  0.000
H (6.750, 2.998, 1.681)  0.000
H (7.683, 2.070, 0.511)  0.000
H (6.246, -0.614, 1.728)  0.000
H (5.149, -2.708, 0.872)  0.001
H (3.413, -2.639, 0.481)  0.019
H (3.961, -2.290, 2.115)  0.000
H (1.987, 2.706, -0.404)  0.001
H (1.984, 1.513, -1.694)  0.029
H (3.128, 2.873, -1.734)  0.002
H (4.927, 3.012, -0.085)  0.001
F (-1.171, -1.962, -1.251)  0.001
P (-1.085, -2.045, -2.879)  0.002
F (-0.962, -2.114, -4.474)  0.000
F (-0.468, -0.534, -2.875)  0.020
F (0.421, -2.662, -2.738)  0.004
F (-1.689, -3.544, -2.811)  0.000
F (-2.574, -1.441, -2.999)  0.000
C (-0.126, -5.647, -0.322)  0.000
N (-0.790, -4.684, 0.538)  0.006
C (-1.985, -4.967, 1.121)  0.001
C (-2.619, -4.073, 1.896)  0.002
C (-2.067, -2.738, 2.021)  0.000
O (-2.652, -1.807, 2.577)  -0.001
N (-0.830, -2.518, 1.451)  0.003
C (-0.153, -3.469, 0.770)  0.010
O (1.006, -3.339, 0.359)  0.112
H (-0.874, -6.288, -0.785)  0.000
H (0.580, -6.256, 0.247)  0.000
H (0.421, -5.115, -1.095)  0.000
H (-2.388, -5.950, 0.918)  0.000
H (-3.558, -4.291, 2.380)  0.000

***

A molecular structure, C34H30BrF6N7O3PRhSTe. Source: the Open Molecules 2025 dataset; level of theory: ωB97M-V with the def2-TZVPD basis set.

Properties
⟨S²⟩: 8.839
Multiplicity: 6
Total charge: -1
Gap between HOMO and LUMO (alpha / beta), eV: 5.9 / 6.4
E_LUMO (alpha / beta), eV: 1.97 / 0.71

Last column: Löwdin spin population.
Positions of all 85 atoms, in Å:
Rh (0.670, -1.086, -0.296)  2.339
Br (0.162, 11.479, -3.293)  0.019
C (-0.276, 9.656, -2.972)  0.090
C (-0.531, 9.233, -1.677)  -0.009
C (-0.829, 7.906, -1.435)  0.089
C (-0.938, 6.992, -2.504)  0.039
C (-0.697, 7.457, -3.812)  0.075
C (-0.348, 8.770, -4.040)  -0.008
N (-1.325, 5.701, -2.343)  0.469
N (-1.460, 5.196, -1.167)  0.518
C (-1.298, 3.944, -0.767)  0.079
C (-1.756, 3.616, 0.534)  0.126
C (-1.595, 2.370, 1.080)  0.021
C (-0.981, 1.315, 0.370)  0.143
O (-0.834, 0.145, 0.871)  0.284
C (-0.547, 1.603, -0.981)  0.047
N (-0.021, 0.571, -1.681)  0.104
C (0.403, 0.749, -2.916)  -0.009
C (0.304, 1.985, -3.556)  0.037
C (-0.224, 3.054, -2.871)  -0.003
C (-0.669, 2.892, -1.551)  0.049
H (-0.504, 9.943, -0.861)  -0.002
H (-1.026, 7.554, -0.432)  0.010
H (-0.783, 6.760, -4.635)  0.004
H (-0.136, 9.113, -5.044)  -0.002
H (-2.224, 4.408, 1.105)  0.007
H (-1.924, 2.165, 2.091)  -0.003
H (0.847, -0.110, -3.405)  0.000
H (0.652, 2.090, -4.574)  0.003
H (-0.308, 4.026, -3.335)  0.004
C (4.505, -5.565, 3.135)  0.000
C (3.102, -5.440, 2.622)  -0.001
C (2.349, -6.561, 2.289)  0.007
C (1.048, -6.341, 1.885)  0.000
N (0.539, -5.120, 1.779)  0.016
C (1.355, -4.113, 2.048)  0.008
S (0.764, -2.438, 1.869)  0.063
N (2.598, -4.216, 2.498)  0.007
H (4.582, -6.384, 3.849)  0.000
H (4.818, -4.636, 3.605)  0.000
H (5.181, -5.778, 2.305)  0.000
H (2.757, -7.559, 2.359)  0.001
H (0.374, -7.155, 1.643)  0.000
C (-6.595, -1.198, 3.410)  0.000
C (-5.254, -1.503, 2.797)  0.002
C (-4.256, -2.130, 3.525)  0.000
C (-3.030, -2.463, 2.957)  0.005
C (-2.001, -3.173, 3.794)  0.004
C (-2.798, -2.136, 1.617)  0.011
Te (-1.173, -2.952, 0.501)  0.130
C (-3.786, -1.478, 0.868)  0.004
C (-3.558, -1.113, -0.576)  0.007
C (-4.996, -1.171, 1.473)  0.000
H (-6.726, -1.723, 4.356)  0.000
H (-7.401, -1.491, 2.736)  0.000
H (-6.695, -0.128, 3.605)  0.000
H (-4.443, -2.395, 4.561)  0.000
H (-2.473, -3.699, 4.624)  0.000
H (-1.286, -2.459, 4.207)  0.001
H (-1.447, -3.892, 3.190)  0.003
H (-2.672, -0.483, -0.669)  0.001
H (-4.415, -0.578, -0.984)  0.001
H (-3.393, -2.004, -1.188)  0.003
H (-5.775, -0.689, 0.891)  0.000
F (1.055, -3.167, -1.690)  0.032
P (1.122, -4.733, -2.250)  0.002
F (2.009, -5.105, -0.942)  0.001
F (0.184, -4.305, -3.479)  0.001
F (-0.227, -5.062, -1.373)  0.001
F (2.442, -4.381, -3.069)  0.001
F (1.159, -6.263, -2.746)  0.000
C (4.815, 1.273, 1.131)  0.001
N (4.427, 0.502, -0.034)  0.001
C (5.300, 0.186, -1.045)  0.001
C (4.890, -0.424, -2.164)  0.003
C (3.463, -0.728, -2.347)  0.010
O (2.987, -1.040, -3.425)  0.001
N (2.697, -0.591, -1.207)  0.069
C (3.121, 0.050, -0.122)  0.008
O (2.327, 0.270, 0.822)  0.072
H (5.900, 1.349, 1.166)  0.000
H (4.447, 0.781, 2.029)  0.000
H (4.381, 2.273, 1.092)  0.000
H (6.332, 0.465, -0.876)  0.000
H (5.571, -0.684, -2.959)  0.001

***

A molecular structure, C34H30BrFeN3O2Te. Source: the Open Molecules 2025 dataset; level of theory: ωB97M-V with the def2-TZVPD basis set.

Properties
⟨S²⟩: 0.775
Multiplicity: 2
Total charge: -1
Gap between HOMO and LUMO (alpha / beta), eV: 5.2 / 7.1
E_LUMO (alpha / beta), eV: 2.33 / 2.33

Last column: Löwdin spin population.
Positions of all 72 atoms, in Å:
Fe (-0.441, -0.094, -0.037)  0.016
O (-1.566, 2.503, 2.802)  0.000
C (-1.428, 1.642, 1.939)  0.000
O (-0.694, 1.662, 0.902)  0.005
C (-2.246, 0.357, 2.083)  0.000
C (-3.302, 0.268, 2.973)  0.000
C (-4.034, -0.907, 3.027)  0.000
C (-3.672, -1.959, 2.200)  0.000
C (-2.594, -1.798, 1.347)  0.000
N (-1.896, -0.660, 1.281)  0.000
H (-3.510, 1.126, 3.596)  0.000
H (-4.873, -1.003, 3.705)  0.000
H (-4.204, -2.901, 2.206)  0.000
H (-2.262, -2.601, 0.705)  0.000
Br (2.151, -4.847, 5.189)  0.008
C (1.888, -3.473, 3.899)  0.037
C (0.751, -2.681, 3.961)  -0.002
C (0.547, -1.700, 3.010)  0.030
C (1.469, -1.480, 1.976)  0.019
C (2.620, -2.286, 1.955)  0.034
C (2.827, -3.277, 2.903)  -0.003
N (1.226, -0.527, 1.000)  0.213
C (2.283, 0.122, 0.493)  0.200
C (2.109, 0.921, -0.644)  0.082
C (3.123, 1.726, -1.222)  0.065
C (2.838, 2.482, -2.324)  0.027
C (1.540, 2.457, -2.867)  0.117
C (0.598, 1.656, -2.254)  -0.001
N (0.856, 0.898, -1.191)  0.122
H (0.026, -2.829, 4.751)  -0.001
H (-0.331, -1.076, 3.073)  0.002
H (3.333, -2.169, 1.150)  0.003
H (3.707, -3.905, 2.852)  -0.001
H (3.253, 0.074, 0.979)  0.012
H (4.108, 1.735, -0.772)  0.002
H (3.605, 3.104, -2.770)  -0.001
H (1.270, 3.050, -3.729)  0.009
H (-0.420, 1.608, -2.626)  -0.002
C (1.265, -3.342, -1.534)  0.000
C (-0.257, -3.184, -1.675)  0.001
C (-0.631, -3.684, -3.079)  0.000
C (-0.545, -1.683, -1.503)  0.006
C (-0.990, -4.001, -0.611)  0.000
C (-2.250, -4.546, -0.857)  0.000
C (-2.962, -5.209, 0.137)  0.000
C (-2.421, -5.361, 1.403)  0.000
C (-1.160, -4.838, 1.664)  0.000
C (-0.462, -4.167, 0.673)  0.000
H (1.757, -2.813, -2.353)  0.000
H (1.556, -4.396, -1.576)  0.000
H (1.634, -2.908, -0.605)  0.000
H (-0.032, -3.150, -3.819)  0.000
H (-1.678, -3.489, -3.316)  0.000
H (-0.443, -4.757, -3.190)  0.000
H (0.197, -1.128, -2.074)  0.000
H (-2.703, -4.435, -1.833)  0.000
H (-3.945, -5.607, -0.086)  0.000
H (-2.971, -5.881, 2.178)  0.000
H (-0.718, -4.939, 2.647)  0.000
H (0.498, -3.740, 0.920)  0.000
Te (-2.398, -0.881, -1.983)  -0.001
C (-2.314, -0.490, -4.081)  0.000
C (-1.091, -0.372, -4.732)  0.000
C (-1.040, -0.111, -6.094)  0.000
C (-2.213, 0.041, -6.822)  0.000
C (-3.437, -0.073, -6.177)  0.000
C (-3.486, -0.339, -4.815)  0.000
H (-0.172, -0.491, -4.169)  0.000
H (-0.080, -0.021, -6.588)  0.000
H (-2.174, 0.245, -7.884)  0.000
H (-4.358, 0.041, -6.736)  0.000
H (-4.449, -0.433, -4.324)  0.000

***

We obtain strongest force on any atom values of 0.067, 0.023, 0.020 Eh/bohr for the records listed above, in that order.
We obtain E_tot values of -6214.31739, -6214.25036, -5734.18991 a.u. for the records listed above, in that order.